Density functional theory data (ωB97M-V/def2-TZVPD) for a cluster of 9 separate species, C32H64O15S2 in total.

XYZ file:
```
113
C32H64O15S2 (ωB97M-V/def2-TZVPD)
S 3.87 -1.69 1.03
S -4.54 1.29 2.36
O -4.57 0.35 3.70
O 4.86 3.77 -1.15
O -3.88 2.58 2.42
O 5.53 -2.00 1.35
O 3.00 -2.84 1.24
O 4.21 -1.52 -0.59
O -2.62 -2.68 -2.53
O 3.56 -0.40 1.65
O -3.60 0.13 1.54
O -1.06 0.07 0.19
O 1.96 -0.78 -4.33
O -1.61 -2.93 3.97
O 2.22 0.20 5.36
O -5.88 1.36 1.79
O -1.26 4.52 -2.68
C 1.00 0.16 -1.01
C 0.17 -3.99 2.79
C -1.37 5.74 -1.92
C 5.37 -2.28 -0.97
C 0.68 -2.20 -5.62
C 3.68 3.77 -0.36
C -0.36 -0.56 -0.85
C 1.76 1.01 4.29
C -4.84 -2.20 -2.18
C -1.75 3.34 -1.93
C 2.09 -2.00 -5.05
C -3.45 -1.82 -1.68
C -2.07 3.96 -0.58
C 0.90 1.17 0.13
C -3.09 -2.73 -3.86
C -0.41 -4.92 3.86
C 1.18 -0.27 6.20
C 0.47 1.54 4.86
C 0.27 -0.82 -5.91
C -4.63 -2.59 -3.61
C 2.52 3.84 -1.35
C -2.40 5.46 -0.90
C -0.10 0.56 1.08
C -0.39 -2.64 3.22
C -4.27 -1.11 3.50
C 4.48 3.76 -2.52
C 6.07 -2.81 0.29
C -1.30 -4.10 4.74
C 3.14 4.48 -2.52
C -0.06 0.50 5.71
C -3.79 -1.17 2.04
C 0.82 -0.01 -4.66
H 2.26 -2.81 -4.34
H -3.54 -1.41 4.25
H -5.08 -1.85 -4.27
H 1.49 0.62 3.31
H -2.19 6.05 -0.01
H 0.36 -2.04 3.74
H 1.03 1.01 -4.97
H -5.54 -1.41 -1.90
H 2.62 4.37 -3.48
H 5.16 4.35 -3.12
H 3.12 5.56 -2.38
H 2.28 2.79 -1.50
H 4.48 2.76 -2.96
H -0.86 -3.82 5.70
H -5.16 -1.71 3.71
H 0.52 -2.78 -6.53
H -0.21 -4.21 1.79
H -0.78 -0.57 -6.11
H -5.21 -3.48 -3.87
H 0.09 -0.14 -3.86
H -1.42 6.67 -2.49
H -2.89 3.43 -0.12
H 1.80 -0.56 -0.84
H 1.60 4.32 -1.02
H -1.28 3.71 0.13
H -3.25 -1.97 -0.62
H -0.99 -5.72 3.39
H -4.60 -1.66 1.51
H -0.60 1.31 1.69
H 5.19 -3.06 -1.72
H 1.25 -3.93 2.86
H 6.08 -1.62 -1.48
H 1.03 0.67 -1.97
H -0.91 2.67 -1.72
H -2.61 2.92 -2.45
H 1.17 -1.35 6.06
H -2.82 -1.66 1.94
H -3.12 -0.82 -1.96
H -2.24 -4.62 4.96
H -2.70 -1.90 -4.46
H 1.80 1.58 0.60
H -0.97 -0.40 -1.74
H 3.59 2.97 0.38
H -0.28 -1.60 -0.52
H 3.62 4.69 0.21
H -0.75 -2.08 2.36
H -0.70 0.85 6.51
H 5.78 -3.84 0.53
H 0.45 2.06 -0.30
H 2.43 1.85 4.09
H -0.64 -0.29 5.23
H -0.43 5.89 -1.40
H -3.44 5.48 -1.22
H 0.37 -0.22 1.68
H 0.70 -0.46 -6.84
H 1.38 0.02 7.24
H 0.68 2.34 5.57
H 2.86 -1.97 -5.81
H -0.19 2.02 4.14
H 7.15 -2.72 0.18
H -5.13 -3.06 -1.58
H 0.00 -2.53 -4.83
H 0.38 -5.50 4.34
H -2.72 -3.68 -4.25
```

Output
Gap between HOMO and LUMO ... 9.66 eV
Energy relative to the best compared isomer or geometry (same formula, charge and spin) ... 288.5 kJ/mol

Results of the Löwdin charge analysis, in e, for atoms 1 through 4: 0.75 0.72 -0.23 -0.11

Density functional theory data (ωB97M-V/def2-TZVPD) for a cluster of 8 separate species, C32H64O16 in total.

XYZ file:
```
112
C32H64O16 (ωB97M-V/def2-TZVPD)
O -3.79 -0.82 4.84
O 5.99 -1.41 -1.97
O 2.17 -3.78 1.89
O 2.02 1.55 -1.61
O 1.65 -5.17 3.44
O 0.30 0.61 -0.69
O 0.11 6.70 -2.18
O 0.97 -0.13 -2.68
O -1.95 -3.00 -1.50
O 4.99 -0.93 0.00
O -1.40 2.93 4.00
O 7.03 -1.86 -0.15
O -0.89 4.90 -1.20
O 0.61 4.55 -2.65
O -1.82 2.85 -5.39
O -0.01 -4.20 2.28
C -3.05 -2.88 -2.41
C -3.42 3.26 -3.74
C -2.36 2.38 -3.11
C -3.28 -1.82 2.77
C 3.82 -2.09 -2.81
C 1.16 -4.35 2.53
C -0.50 1.83 3.76
C -2.37 -3.59 -0.27
C -2.65 3.90 -4.86
C -1.75 5.67 -0.37
C -4.02 -0.66 3.45
C -1.26 2.75 1.66
C 2.09 2.41 -0.46
C 4.85 -0.96 -2.70
C -2.09 -2.04 3.71
C 2.45 3.82 -4.07
C -1.53 1.93 -4.33
C 1.55 4.95 -3.66
C 5.91 -1.37 -0.64
C -2.52 -1.43 5.05
C 0.71 -6.00 4.12
C 1.83 -2.96 0.77
C -2.20 3.09 2.84
C -4.16 -2.59 -1.45
C 3.03 1.73 0.51
C 1.11 0.61 -1.76
C 7.20 -1.85 1.26
C -0.07 2.07 2.29
C -0.04 5.53 -2.02
C 1.48 -6.96 5.02
C -3.93 -3.62 -0.34
C -0.82 -0.28 -0.76
H -3.11 2.49 2.88
H -1.75 2.93 -2.39
H 1.11 2.64 -0.04
H -4.37 -3.31 0.61
H 0.99 5.37 -4.49
H -1.40 -0.20 0.15
H 6.57 -2.58 1.75
H -5.11 -2.75 -1.98
H 0.15 -6.60 3.40
H -2.46 4.98 0.07
H -1.93 -3.11 3.81
H -5.09 -0.77 3.30
H -1.98 4.65 -4.41
H 1.79 2.97 -4.32
H 2.57 0.81 0.84
H 0.79 2.73 2.42
H -2.85 -2.04 -3.07
H 2.19 5.75 -3.27
H 0.02 -5.40 4.69
H -3.94 -2.68 2.65
H 0.21 1.14 1.80
H 4.30 -3.00 -3.16
H -1.16 -1.61 3.33
H -2.68 -2.22 5.78
H 3.13 3.48 -3.29
H 2.99 3.99 -5.00
H 0.77 -2.78 0.69
H 3.24 2.34 1.39
H -1.41 -0.11 -1.65
H 1.83 -6.47 5.93
H -0.45 1.96 -4.14
H -1.94 -4.59 -0.22
H 8.24 -2.09 1.46
H -4.26 2.69 -4.16
H -4.16 -1.56 -1.09
H 0.27 1.84 4.52
H 4.42 -0.03 -2.32
H -1.81 0.92 -4.64
H 4.00 1.63 0.02
H -2.76 1.49 -2.63
H -3.55 0.28 3.14
H -1.80 2.07 1.00
H 2.16 -3.46 -0.14
H -1.16 6.17 0.40
H -1.74 -0.74 5.40
H -4.29 -4.63 -0.50
H -2.03 -2.99 0.58
H 2.43 -2.05 0.78
H 3.00 -1.83 -3.49
H 2.44 3.37 -0.85
H -0.84 3.61 1.13
H 2.36 -7.41 4.56
H -1.05 0.89 3.88
H -2.93 -1.49 1.79
H -3.24 4.31 -5.67
H -3.14 -3.78 -3.02
H -2.27 6.46 -0.91
H 0.87 -7.81 5.33
H -3.86 3.99 -3.06
H 6.92 -0.87 1.66
H 5.18 -0.78 -3.72
H -0.43 -1.30 -0.78
H 3.34 -2.29 -1.86
H -2.48 4.14 2.72
```

Output
Gap between HOMO and LUMO ... 9.94 eV
Energy relative to the best compared isomer or geometry (same formula, charge and spin) ... 375.6 kJ/mol

Results of the Löwdin charge analysis, in e, for atoms 1 through 4: -0.14 0.04 0.03 0.03

Density functional theory data (ωB97M-V/def2-TZVPD) for a cluster of 8 separate species, C32H64O8 in total.

XYZ file:
```
104
C32H64O8 (ωB97M-V/def2-TZVPD)
O -3.62 -0.49 -4.62
O -0.20 -0.30 -1.59
O 1.62 1.55 2.55
O 2.63 -0.89 -3.13
O -2.81 -3.91 -0.22
O 3.79 0.68 -1.37
O 4.05 -0.86 4.18
O -3.07 3.51 2.62
C -3.80 -2.89 -0.45
C 3.74 2.13 -1.40
C 1.66 -1.87 -2.72
C -0.32 0.90 -0.81
C 3.74 -2.24 4.37
C 2.49 2.42 -0.55
C 2.63 -2.50 3.35
C -3.13 1.68 -3.83
C -4.14 -4.84 -1.83
C -2.50 4.56 1.88
C -4.43 -3.30 -1.83
C 0.63 1.27 3.52
C -0.58 -1.49 -0.85
C 2.67 0.17 -0.67
C 2.40 1.23 0.29
C -1.52 3.86 0.98
C 0.69 3.59 3.36
C -2.76 -4.92 -1.26
C 3.98 -1.20 -2.65
C 3.79 -2.36 -1.65
C -0.51 0.33 0.64
C 2.64 -1.30 2.47
C -3.21 0.78 -5.13
C -0.10 -1.12 0.54
C -0.26 2.48 3.54
C 3.13 -0.18 3.28
C -3.09 -0.76 -3.35
C -3.19 2.37 1.79
C -2.07 2.42 0.82
C 1.79 2.99 2.42
C -2.62 0.59 -2.81
C 2.29 -2.55 -1.53
H -1.37 4.37 0.02
H 1.53 2.67 -1.01
H 4.21 -3.32 -1.96
H 2.97 -0.66 -0.04
H -4.24 -5.35 -2.79
H 0.19 0.80 1.33
H -2.00 5.27 2.55
H -1.53 0.49 0.98
H 2.04 -3.59 -1.35
H 0.53 1.55 -1.01
H -3.42 -1.87 -0.50
H -2.00 -4.55 -1.95
H 3.67 0.58 2.72
H 0.98 -1.19 0.55
H -2.26 0.55 -5.61
H -3.39 1.48 2.38
H -4.77 -5.33 -1.10
H 2.75 -3.47 2.85
H 4.59 -1.60 -3.47
H 1.64 -1.07 2.10
H -4.61 -2.94 0.28
H 1.68 3.32 1.39
H 2.35 0.43 3.74
H -3.28 5.09 1.33
H 3.54 2.43 -2.42
H 2.80 3.19 2.77
H -2.56 -5.91 -0.87
H 4.59 -2.84 4.05
H 1.85 -2.04 -0.67
H 1.94 -0.17 -1.41
H 3.13 1.21 1.09
H 1.19 3.86 4.29
H 1.75 -2.50 3.99
H 0.20 4.46 2.94
H -4.13 2.45 1.25
H 3.39 -2.59 5.34
H -4.10 2.09 -3.60
H 1.52 -2.58 -3.53
H -0.50 -1.61 1.42
H -0.51 3.82 1.38
H -2.53 2.31 -0.16
H -2.96 0.79 -1.79
H -3.88 -2.89 -2.67
H -1.66 -1.63 -0.83
H 4.35 -0.35 -2.09
H 0.68 -1.50 -2.41
H -0.73 2.49 4.52
H 1.13 1.19 4.49
H -1.06 2.39 2.79
H -3.91 -1.11 -2.73
H -1.55 0.50 -2.62
H -0.24 -2.47 -1.19
H -2.42 2.51 -3.90
H -1.37 1.61 1.02
H 0.17 0.29 3.39
H 1.40 1.17 0.74
H 4.60 2.67 -1.00
H -5.48 -3.06 -2.00
H 4.18 -2.09 -0.67
H -3.86 1.17 -5.92
H -1.24 1.32 -1.21
H 3.26 -1.56 1.62
H 2.68 3.28 0.09
H -2.32 -1.53 -3.31
```

Output
Gap between HOMO and LUMO ... 8.76 eV
Energy relative to the best compared isomer or geometry (same formula, charge and spin) ... 943.4 kJ/mol

Results of the Löwdin charge analysis, in e, for atoms 1 through 4: -0.14 -0.22 -0.32 -0.14

Density functional theory data (ωB97M-V/def2-TZVPD) for a cluster of 2 separate species, C32H66BN6O7P in total.

XYZ file:
```
113
C32H66BN6O7P (ωB97M-V/def2-TZVPD)
P -6.08 -5.53 -1.86
O -1.88 2.16 -0.40
O -2.02 4.01 1.26
O 0.95 1.56 0.78
O -5.98 -6.10 -0.44
O -0.90 -2.83 -2.30
O 1.84 3.67 -0.09
O 0.52 0.61 -1.51
N 4.33 2.83 -2.01
N -4.70 -4.50 -1.63
N -5.56 -7.02 -2.59
N 5.58 1.20 -0.76
N -6.29 -4.84 -3.49
N 3.95 0.49 -2.37
C 0.88 -5.16 -0.55
C -7.68 -5.07 -3.94
C 5.28 5.64 2.77
C 0.05 2.39 1.51
C 6.18 5.03 1.57
C 3.77 5.96 2.37
C 3.20 1.46 -0.07
C 0.75 -0.24 -2.65
C -2.38 3.24 -1.28
C 5.97 7.09 3.12
C 1.34 -1.63 -2.08
C -1.12 2.30 3.96
C 0.95 -3.68 2.23
C 1.14 1.90 -1.61
C 0.19 -2.70 -1.69
C -4.49 -4.00 -0.26
C 1.30 -5.18 2.09
C 0.55 -3.64 -0.42
C -6.08 -3.38 -3.65
C 3.35 3.39 2.97
C 2.86 4.63 2.08
C 1.83 2.26 -0.16
C 4.20 1.53 -1.30
C -3.40 -4.77 -2.20
C 0.58 -2.89 0.96
C -0.48 1.45 2.76
C -6.51 -8.12 -2.48
C -0.31 4.43 5.21
C 1.25 -5.95 0.74
C 2.93 4.36 0.48
C -4.83 -7.18 -3.84
C 0.07 2.89 4.90
B -1.33 2.84 0.75
H 0.31 0.70 3.10
H -1.37 4.43 1.88
H 4.40 3.05 2.66
H 0.30 2.68 -1.72
H -1.46 4.45 5.33
H -7.28 -8.08 -3.26
H 1.84 2.06 -2.49
H -4.01 -4.76 0.37
H 1.04 2.76 4.31
H 1.51 -7.05 0.63
H 4.32 -0.41 -2.04
H -1.34 0.82 2.29
H 2.91 5.43 0.03
H 5.11 3.37 -1.61
H 7.10 6.98 3.23
H -1.68 1.55 4.63
H 1.00 -3.13 3.23
H 4.44 0.78 -3.23
H -6.64 -2.81 -2.91
H -7.82 -4.76 -4.98
H 3.99 3.99 0.28
H -2.68 -3.99 -1.94
H 2.11 -2.13 -2.76
H 3.39 3.61 4.09
H -1.62 4.12 -1.29
H -8.39 -4.54 -3.31
H 0.18 2.28 5.86
H 1.85 -1.37 -1.08
H 6.22 1.11 -1.58
H 0.47 3.32 2.03
H 3.68 6.74 1.54
H 6.14 5.80 0.72
H 1.49 0.15 -3.41
H 0.32 -1.77 0.99
H -4.48 -8.22 -3.95
H 0.01 5.08 4.32
H -2.99 -5.73 -1.86
H 7.27 5.04 1.96
H -5.43 -6.95 -4.73
H 2.92 0.34 0.07
H 5.90 3.97 1.27
H -5.03 -3.10 -3.59
H -3.91 -6.60 -3.89
H 5.47 7.59 4.02
H -7.02 -8.12 -1.51
H -3.43 -4.74 -3.30
H -3.37 3.67 -0.91
H 0.23 4.71 6.19
H -3.87 -3.11 -0.26
H 1.61 -5.74 3.03
H -2.43 2.89 -2.38
H 3.28 6.44 3.31
H -0.23 -0.46 -3.23
H 2.66 2.49 2.83
H -6.00 -9.09 -2.56
H 5.40 5.03 3.74
H 3.81 1.71 0.88
H -6.40 -3.06 -4.65
H 3.46 3.37 -2.06
H 5.92 1.95 -0.13
H -7.94 -6.13 -3.91
H 1.80 4.95 2.41
H -1.89 3.08 3.65
H 5.74 7.75 2.20
H 0.83 -5.65 -1.59
H -5.44 -3.71 0.20
```

Output
Gap between HOMO and LUMO ... 7.09 eV

Results of the Löwdin charge analysis, in e, for atoms 1 through 4: 0.77 -0.02 0.09 -0.07

Number 1: strongest force on any atom 3.6 eV Å⁻¹. Number 2: strongest force on any atom 2.5 eV Å⁻¹. Number 3: strongest force on any atom 4.8 eV Å⁻¹. Number 4: strongest force on any atom 8.9 eV Å⁻¹.